1.
Below is a molecular structure, C18H25F5FeN6O4S2Si, with properties calculated with ωB97M-V/def2-TZVPD.

Its LUMO energy (spin up / spin down) is 2.3 / 1.5 eV. The value obtained for the molecular weight is 632.5 Da. The frontier orbital gap (spin up / spin down) is 6.95 / 6.17 eV. The value obtained for the total energy is -4179.5205 Ha.

Structure (ORCA input):
```
! wB97M-V def2-TZVPD RIJCOSX def2/J DEFGRID3
* xyz -1 6
Fe 0.049 0.090 0.055
C 0.078 3.857 -0.542
C -0.783 3.313 0.558
C -1.455 4.137 1.448
C -2.173 3.538 2.483
C -2.200 2.171 2.623
C -1.477 1.376 1.698
N -0.831 1.989 0.668
N -1.327 0.039 1.693
Si -1.508 -1.002 3.047
C -0.419 -0.465 4.470
C -3.303 -1.088 3.663
C -1.041 -2.732 2.524
H -0.225 4.866 -0.825
H 0.060 3.204 -1.414
H 1.115 3.890 -0.199
H -1.406 5.212 1.340
H -2.711 4.158 3.193
H -2.741 1.698 3.430
H -0.607 0.574 4.752
H 0.621 -0.550 4.145
H -0.569 -1.093 5.353
H -3.605 -0.200 4.223
H -3.424 -1.950 4.325
H -4.003 -1.210 2.831
H -0.022 -2.720 2.132
H -1.718 -3.126 1.761
H -1.073 -3.408 3.383
O 3.862 -0.500 0.779
S 2.428 -0.534 1.029
O 2.046 -1.423 2.113
O 1.858 0.849 1.223
O 1.696 -0.974 -0.268
N -3.571 -0.694 -2.049
C -2.851 -0.358 -3.176
C -1.599 -0.061 -2.738
N -1.552 -0.213 -1.369
C -2.748 -0.590 -0.985
H -4.539 -0.954 -2.013
H -3.289 -0.355 -4.157
H -0.727 0.266 -3.284
H -3.029 -0.770 0.040
C 3.883 2.030 -1.458
N 3.763 0.843 -2.288
C 4.548 -0.290 -2.184
C 4.087 -1.184 -3.077
N 3.015 -0.579 -3.712
C 2.797 0.658 -3.208
S 1.584 1.731 -3.692
H 4.885 2.047 -1.037
H 3.161 1.991 -0.643
H 3.713 2.906 -2.082
H 5.303 -0.377 -1.427
H 4.391 -2.192 -3.285
H 2.389 -0.989 -4.379
F -1.644 -3.857 -2.182
C -0.456 -3.813 -1.589
F -0.467 -3.055 -0.529
C 0.684 -3.577 -2.558
F 0.614 -2.361 -3.124
F 1.855 -3.705 -1.958
F 0.604 -4.482 -3.552
*
```


2.
Below is a molecular structure, C18H25FGaN4OS, with properties calculated with ωB97M-V/def2-TZVPD.

Its LUMO energy is 2.8 eV. The value obtained for the molecular weight is 434.2 Da. The frontier orbital gap is 7.92 eV. The value obtained for the total energy is -3418.0338 Ha.

Structure (ORCA input):
```
! wB97M-V def2-TZVPD RIJCOSX def2/J DEFGRID3
* xyz -1 1
O -0.627 1.631 3.319
C -1.778 1.632 3.315
F -2.472 0.593 3.871
C -2.562 2.748 2.678
Ga -1.675 3.123 0.823
S -1.255 1.028 -0.100
H -3.609 2.459 2.526
H -2.462 3.660 3.274
H -2.811 3.841 -0.055
H -0.373 4.009 1.001
H -2.339 0.311 0.296
N 0.842 -0.441 -2.362
C 2.040 -1.083 -2.246
C 2.514 -1.337 -3.510
C 1.561 -0.819 -4.423
C 0.544 -0.270 -3.679
H 0.262 -0.136 -1.588
H 2.453 -1.305 -1.274
H 3.439 -1.837 -3.751
H 1.613 -0.843 -5.499
H -0.365 0.225 -3.977
N -5.019 -1.690 -0.026
C -5.200 -1.838 -1.374
C -4.288 -2.757 -1.822
C -3.530 -3.183 -0.699
C -4.007 -2.509 0.394
H -5.547 -1.074 0.565
H -5.957 -1.278 -1.895
H -4.176 -3.087 -2.842
H -2.726 -3.901 -0.695
H -3.714 -2.539 1.430
N 2.275 7.099 3.205
C 1.293 6.223 3.597
C 1.461 5.059 2.897
C 2.590 5.232 2.055
C 3.072 6.497 2.268
H 2.390 8.033 3.551
H 0.562 6.508 4.335
H 0.844 4.179 2.980
H 3.001 4.509 1.370
H 3.908 7.021 1.835
N 2.615 -4.304 -1.138
C 1.945 -5.272 -0.445
C 2.703 -6.415 -0.474
C 3.880 -6.120 -1.211
C 3.796 -4.809 -1.604
H 2.290 -3.362 -1.283
H 0.989 -5.066 0.007
H 2.442 -7.356 -0.017
H 4.695 -6.792 -1.427
H 4.472 -4.195 -2.174
*
```


3.
Below is a molecular structure, C18H25LiN4S2Si, with properties calculated with ωB97M-V/def2-TZVPD.

Its LUMO energy is 4.6 eV. The value obtained for the molecular weight is 396.6 Da. The frontier orbital gap is 5.21 eV. The value obtained for the total energy is -2013.4103 Ha.

Structure (ORCA input):
```
! wB97M-V def2-TZVPD RIJCOSX def2/J DEFGRID3
* xyz -2 1
Li 0.069 -0.211 -0.142
C 2.937 3.232 2.966
S 3.372 1.529 3.400
C 2.145 0.732 2.282
S 2.666 0.160 0.777
N 0.956 0.765 2.802
N -0.006 0.330 1.890
C -1.045 -0.191 2.394
C -2.180 -0.650 1.503
C -3.064 -1.637 2.229
C -3.778 -2.514 1.489
C -3.547 -2.640 0.085
C -2.368 -2.056 -0.388
N -1.600 -1.213 0.270
H 3.600 3.907 3.509
H 1.901 3.424 3.242
H 3.068 3.373 1.893
H -1.136 -0.309 3.478
H -3.146 -1.584 3.311
H -4.484 -3.182 1.978
H -4.081 -3.367 -0.513
H -1.977 -2.360 -1.360
C -1.752 1.625 -3.825
Si -0.088 1.565 -2.914
C -0.212 2.857 -1.550
C 1.182 2.241 -4.154
N 0.323 0.101 -2.199
C 0.538 -1.079 -2.833
C 0.994 -2.224 -2.116
C 1.204 -3.444 -2.727
C 0.991 -3.622 -4.096
C 0.564 -2.523 -4.832
C 0.346 -1.294 -4.230
H -2.010 2.654 -4.101
H -2.538 1.237 -3.169
H -1.754 1.018 -4.736
H -0.292 3.872 -1.955
H 0.673 2.806 -0.906
H -1.091 2.673 -0.922
H 0.910 3.249 -4.487
H 1.281 1.604 -5.039
H 2.164 2.291 -3.672
H 1.193 -2.118 -1.056
H 1.544 -4.281 -2.126
H 1.155 -4.584 -4.567
H 0.393 -2.630 -5.900
H 0.005 -0.461 -4.837
C -3.003 0.608 1.121
H -3.396 1.100 2.018
H -3.839 0.293 0.492
H -2.372 1.312 0.569
*
```


4.
Below is 2 unconnected molecules or ions with the total composition C18H25N2O9S2, with properties calculated with ωB97M-V/def2-TZVPD.

Its LUMO energy is 0.3 eV. The value obtained for the molecular weight is 477.5 Da. The frontier orbital gap is 2.94 eV. The value obtained for the total energy is -2283.8386 Ha.

Structure (ORCA input):
```
! wB97M-V def2-TZVPD RIJCOSX def2/J DEFGRID3
* xyz -1 1
C -4.485 -1.897 4.185
C -4.250 -1.066 2.940
C -4.461 -1.890 1.687
C -5.232 0.095 2.939
O -2.919 -0.434 2.961
C -1.850 -1.268 2.963
N -0.671 -0.420 3.029
N 0.362 -1.165 3.128
C 1.595 -0.493 3.218
O 1.849 0.707 3.183
O 2.540 -1.453 3.372
C 3.947 -0.999 3.354
C 4.201 0.065 4.400
C 4.311 -0.527 1.960
C 4.738 -2.247 3.710
O -1.897 -2.479 2.903
H -4.393 -1.268 5.078
H -5.505 -2.300 4.161
H -3.784 -2.735 4.253
H -4.357 -1.261 0.795
H -3.758 -2.726 1.630
H -5.480 -2.295 1.693
H -5.089 0.734 2.060
H -6.260 -0.286 2.920
H -5.116 0.707 3.841
H 3.907 -0.308 5.388
H 5.271 0.305 4.432
H 3.640 0.975 4.175
H 4.178 -1.345 1.242
H 3.690 0.324 1.658
H 5.363 -0.219 1.933
H 4.581 -3.043 2.972
H 5.811 -2.025 3.742
H 4.445 -2.626 4.696
C 0.302 2.628 1.960
O 0.352 4.089 2.308
C 0.099 4.957 1.358
S -1.527 5.645 1.146
O -2.456 4.549 0.929
O -1.795 6.671 2.134
C -1.135 6.488 -0.403
C 0.130 6.254 -0.931
C 0.530 6.841 -2.132
C -0.348 7.715 -2.774
C -1.613 7.979 -2.233
C -2.013 7.365 -1.045
S 1.194 5.111 -0.034
O 2.408 5.795 0.355
O 1.258 3.857 -0.774
H 0.658 2.115 2.847
H -0.734 2.373 1.705
H 0.988 2.446 1.131
H 1.511 6.598 -2.546
H -0.039 8.200 -3.698
H -2.285 8.676 -2.734
H -2.994 7.557 -0.604
*
```


5.
Below is 2 unconnected molecules or ions with the total composition C18H25N2S2, with properties calculated with ωB97M-V/def2-TZVPD.

Its LUMO energy is -5.1 eV. The value obtained for the molecular weight is 333.5 Da. The frontier orbital gap is 5.25 eV. The value obtained for the total energy is -1606.5379 Ha.

Structure (ORCA input):
```
! wB97M-V def2-TZVPD RIJCOSX def2/J DEFGRID3
* xyz 1 1
C -3.214 -2.305 -0.121
C -2.356 -1.076 0.180
C -1.269 -0.805 -0.867
C -0.031 -1.612 -0.669
N 1.059 -0.956 -0.466
C 2.258 -1.668 -0.330
C 2.105 -3.046 0.316
C 1.075 -3.836 -0.476
N -0.117 -3.011 -0.708
C -1.337 -3.728 -1.104
C -2.458 -3.633 -0.074
H -4.064 -2.344 0.575
H -3.676 -2.189 -1.109
H -3.007 -0.196 0.262
H -1.892 -1.182 1.168
H -1.656 -0.966 -1.879
H -0.969 0.250 -0.837
H 2.705 -1.770 -1.328
H 2.955 -1.037 0.239
H 3.068 -3.571 0.369
H 1.768 -2.931 1.353
H 1.483 -4.135 -1.447
H 0.784 -4.756 0.038
H -1.667 -3.347 -2.074
H -1.059 -4.773 -1.276
H -2.046 -3.793 0.930
H -3.166 -4.460 -0.226
C 0.051 3.846 3.852
C -0.758 4.427 2.889
C -0.499 4.233 1.557
C 0.599 3.442 1.137
C 0.885 3.254 -0.219
S 2.261 2.325 -0.778
C 2.098 2.699 -2.515
C 0.659 3.045 -2.849
S -0.104 3.927 -1.500
C 1.407 2.861 2.146
C 1.132 3.065 3.473
H -0.153 4.010 4.896
H -1.597 5.031 3.188
H -1.126 4.679 0.806
H 2.769 3.533 -2.737
H 2.455 1.838 -3.087
H 0.581 3.657 -3.751
H 0.068 2.141 -3.020
H 2.239 2.248 1.847
H 1.757 2.615 4.225
*
```


6.
Below is C18H25N3O2 in the gas phase, with properties calculated with ωB97M-V/def2-TZVPD.

Its LUMO energy is 0.8 eV. The value obtained for the molecular weight is 315.4 Da. The frontier orbital gap is 8.38 eV. The value obtained for the total energy is -1015.6170 Ha.

Structure (ORCA input):
```
! wB97M-V def2-TZVPD RIJCOSX def2/J DEFGRID3
* xyz 0 1
C 5.569 0.300 2.618
C 5.302 1.423 1.597
C 3.809 1.652 1.341
N 3.239 0.381 0.847
C 1.908 0.144 0.437
C 1.591 -1.110 -0.140
C 2.647 -2.178 -0.207
N 0.405 -1.348 -0.608
C -0.539 -0.413 -0.587
C -1.895 -0.726 -1.098
C -2.264 -0.470 -2.401
C -1.152 -0.111 -3.387
C -3.644 -0.545 -2.758
C -4.576 -1.022 -1.860
C -5.974 -1.235 -2.343
C -4.194 -1.364 -0.570
C -2.831 -1.162 -0.150
O -2.396 -1.421 1.141
C -3.032 -0.664 2.170
N -0.363 0.801 -0.091
C 0.854 1.073 0.449
O 1.059 2.303 0.990
C -0.127 3.102 1.257
H 5.267 -0.674 2.206
H 6.638 0.293 2.768
H 5.047 0.459 3.543
H 5.754 1.184 0.620
H 5.825 2.337 1.968
H 3.622 2.427 0.613
H 3.318 1.966 2.257
H 3.870 -0.411 0.983
H 2.865 -2.619 0.764
H 2.310 -3.014 -0.871
H 3.539 -1.773 -0.695
H -0.511 0.629 -2.959
H -1.598 0.298 -4.328
H -0.531 -0.999 -3.649
H -3.911 -0.316 -3.786
H -6.668 -0.967 -1.582
H -6.126 -2.300 -2.595
H -6.169 -0.669 -3.261
H -4.935 -1.801 0.078
H -3.053 0.385 1.918
H -4.086 -0.979 2.259
H -2.526 -0.855 3.132
H -0.616 2.759 2.168
H -0.858 3.065 0.437
H 0.138 4.162 1.363
*
```